# 1
8
Properties=species:S:1:pos:R:3 method="wB97M-V/def2-TZVPD" energy_ev=-32713.888 charge=0 relative_energy_kcal_mol=63.97 homo_ev="-8.6621 / -11.7148" gap_ha="0.263 / 0.380"
C 0.8381 0.8469 0.7721
C 1.1485 -0.4363 0.4258
N 0.5820 1.9430 1.0302
O -1.9768 -0.3297 -0.5810
O -0.8259 -0.0388 -1.2897
Cl 0.4443 -1.6243 1.3103
Cl 2.3120 -0.7368 -0.7374
H -2.5221 0.3760 -0.9303

# 2
84
Properties=species:S:1:pos:R:3 method="wB97M-V/def2-TZVPD" energy_ev=-78527.026 charge=+2 relative_energy_kcal_mol=1.73 s_squared=0.760 homo_ev="-12.0608 / -12.0634" multiplicity=2 gap_ha="0.144 / 0.151"
Tc -0.4343 -0.6105 0.8086
N -4.0877 -2.5119 0.7764
C -3.8810 -3.8966 0.4176
C -4.7262 -4.8709 0.9140
C -4.4787 -6.2045 0.6177
C -3.3830 -6.5579 -0.1540
C -2.5278 -5.5752 -0.6396
C -2.7960 -4.2465 -0.3583
S -1.7973 -2.9479 -1.0194
N -1.9808 -1.7990 0.2501
C -3.0925 -1.6656 0.9018
C -3.1306 -0.5298 1.8818
C -4.2326 -0.1159 2.5741
C -4.1239 0.9753 3.4381
C -2.9003 1.5900 3.5856
C -1.8234 1.1088 2.8615
N -1.9420 0.0780 2.0216
H -4.9257 -2.3236 1.3030
H -5.5807 -4.5911 1.5284
H -5.1453 -6.9687 0.9998
H -3.1883 -7.6012 -0.3828
H -1.6787 -5.8389 -1.2639
H -5.1867 -0.6159 2.4439
H -4.9895 1.3385 3.9835
H -2.7704 2.4336 4.2526
H -0.8390 1.5536 2.9397
C 2.7602 2.3925 0.1945
C 2.5008 1.5869 -1.0956
C 3.3217 2.1530 -2.2592
C 2.9007 0.1253 -0.8397
P 0.6700 1.6659 -1.4448
N -0.0122 0.7260 -0.2316
C 0.1856 0.8528 -3.0741
C 0.5335 1.7689 -4.2562
C 0.9664 -0.4695 -3.1813
C -1.3238 0.5090 -3.0947
C -0.0854 3.3738 -1.2244
C -1.4911 3.4075 -1.8527
C 0.8062 4.4248 -1.9027
C -0.2600 3.6676 0.2803
H 3.7922 2.2013 0.5007
H 2.1188 2.0607 1.0178
H 2.6466 3.4688 0.0537
H 4.3778 2.0506 -1.9832
H 3.1293 3.2116 -2.4453
H 3.1738 1.5953 -3.1875
H 3.8641 0.1514 -0.3252
H 3.0234 -0.4534 -1.7567
H 2.1966 -0.3963 -0.1849
H 1.6068 1.9320 -4.3566
H 0.0423 2.7430 -4.1957
H 0.1855 1.2872 -5.1753
H 2.0240 -0.3098 -3.3869
H 0.5518 -1.0416 -4.0178
H 0.8701 -1.0874 -2.2827
H -1.9563 1.3755 -3.2675
H -1.6526 0.0132 -2.1808
H -1.4941 -0.1844 -3.9251
H -1.4715 3.3299 -2.9390
H -1.9339 4.3775 -1.6086
H -2.1469 2.6330 -1.4433
H 1.0259 4.1781 -2.9452
H 1.7475 4.5846 -1.3782
H 0.2649 5.3756 -1.8993
H -0.8947 2.9133 0.7569
H -0.7614 4.6376 0.3728
H 0.6820 3.7292 0.8238
N 0.0025 -2.3076 2.1326
C 1.3550 -1.8113 2.2570
C 1.5459 -0.6007 2.9609
C 2.8285 -0.0655 3.0545
C 3.9058 -0.7477 2.4779
C 3.6914 -1.9625 1.7813
C 2.4206 -2.4856 1.6577
S 5.5822 0.0060 2.5101
O 5.6309 0.8194 1.2883
O 5.6494 0.8337 3.6897
O 6.5325 -1.0741 2.4567
H -0.0273 -3.2450 1.7481
H -0.4961 -2.3116 3.0174
H 0.7077 -0.1415 3.4996
H 3.0248 0.8432 3.6192
H 4.5516 -2.4880 1.3744
H 2.2527 -3.4287 1.1338

# 3
75
Properties=species:S:1:pos:R:3 method="wB97M-V/def2-TZVPD" energy_ev=-49438.729 charge=0 relative_energy_kcal_mol=40.79 smiles="NC(N)=O.NC(N)=O.NC(N)=O.NC(N)=O.NC(N)=O.NC(N)=O.CCO.CCO.CCO" homo_ev=-9.2449 gap_ha=0.343
C 0.7981 5.4070 2.1157
O -0.1017 6.2125 1.9245
N 2.0797 5.8026 2.4332
N 0.5772 4.0689 2.1290
H 2.2824 6.7376 2.7272
H 2.8051 5.1201 2.5548
H 1.3949 3.5605 2.4151
H -0.3725 3.7713 2.2453
C 2.8445 1.6243 -3.8266
O 2.6245 1.6460 -5.0384
N 3.0775 0.4500 -3.1761
N 3.0105 2.6830 -2.9973
H 3.1384 0.5595 -2.1795
H 2.7844 -0.4100 -3.5978
H 2.9914 3.6311 -3.3309
H 3.5049 2.5352 -2.1382
C 1.7465 -3.4096 -1.0609
O 2.8157 -2.8027 -0.9075
N 1.4112 -4.5394 -0.3884
N 0.8757 -3.1020 -2.0518
H 0.4590 -4.8525 -0.4230
H 2.0474 -4.8989 0.3006
H 1.2249 -2.4072 -2.6895
H 0.1416 -3.7285 -2.3667
C -1.1532 -1.9811 3.1977
O -1.6534 -2.5318 2.2271
N -0.3075 -2.5677 4.1234
N -1.4806 -0.7137 3.5728
H -0.2283 -3.5680 4.0786
H 0.0252 -2.0443 4.9045
H -1.1428 -0.2356 4.3824
H -2.0898 -0.1997 2.9371
C -0.2949 4.5739 -2.2651
O 0.0069 5.7557 -2.2385
N -0.5914 3.7746 -1.1953
N -0.5604 3.8344 -3.3920
H -0.7311 4.1271 -0.2655
H -0.8755 2.8264 -1.3915
H -0.6710 4.2810 -4.2836
H -0.6963 2.8416 -3.3553
C 3.5279 -1.6588 2.6763
O 3.8525 -1.6505 3.8639
N 4.0720 -2.5124 1.7604
N 2.7813 -0.7097 2.0677
H 4.8823 -3.0123 2.0773
H 3.7358 -2.5002 0.8082
H 2.5236 -0.8791 1.1126
H 2.2774 -0.0844 2.6719
C -4.2610 1.2600 0.1368
C -3.8142 0.1303 1.0977
O -3.5833 0.6943 2.3637
H -5.1317 1.8163 0.4917
H -4.4774 0.7776 -0.8212
H -3.4962 2.0084 -0.0747
H -2.8465 -0.2299 0.7290
H -4.4926 -0.7292 1.0932
H -4.2385 1.3864 2.4897
C 0.3031 0.9747 0.1139
C -0.2579 0.2125 -1.0909
O -1.1933 1.0526 -1.8036
H -0.3915 1.1215 0.9452
H 0.6676 1.9729 -0.1184
H 1.1178 0.3713 0.5108
H -0.7716 -0.7165 -0.8490
H 0.5256 0.0798 -1.8394
H -1.9919 0.5921 -2.0680
C -2.8183 -3.7637 -0.9925
C -2.2854 -5.1118 -1.4188
O -1.2290 -5.0171 -2.3951
H -1.9927 -3.0683 -0.8534
H -3.2980 -3.9052 -0.0215
H -3.6510 -3.5011 -1.6434
H -3.1346 -5.7064 -1.7654
H -1.8535 -5.6607 -0.5758
H -0.7738 -5.8655 -2.3882

# 4
8
Properties=species:S:1:pos:R:3 method="wB97M-V/def2-TZVPD" energy_ev=-56042.415 charge=0 relative_energy_kcal_mol=36.10 homo_ev="-9.1862 / -9.5057" gap_ha="0.266 / 0.278"
N -0.9655 -0.2505 -0.2472
N -1.2186 -0.8377 -1.2479
N 0.8993 0.4502 -0.2370
N 1.2851 0.6103 0.9413
Cl -2.8450 -1.5717 -1.1385
Cl 1.6128 -0.8064 -1.0835
Cl 0.8000 2.2203 1.5661
Cl 0.9481 -0.7291 2.1229